ORCA calculation (wB97M-V/def2-TZVPD) on a 15-piece molecular cluster, C40H115N5O25 overall.

```
! RIJCOSX wB97M-V def2-TZVPD def2/J DEFGRID3
* xyz 0 1
C 2.367 2.136 -3.767
O 2.718 0.730 -3.696
C 3.404 0.239 -4.886
C 3.932 -1.176 -4.659
N 2.827 -2.112 -4.577
C 3.222 -3.502 -4.512
C 4.141 -3.960 -3.354
O 5.500 -3.586 -3.802
C 6.566 -4.186 -3.137
H 1.768 2.599 -2.982
H 1.893 2.398 -4.712
H 3.310 2.662 -3.918
H 4.204 0.943 -5.119
H 2.803 0.206 -5.795
H 4.590 -1.204 -3.791
H 4.539 -1.413 -5.533
H 2.314 -1.905 -5.421
H 3.795 -3.717 -5.414
H 2.353 -4.149 -4.627
H 4.074 -5.043 -3.255
H 3.830 -3.604 -2.371
H 7.470 -3.614 -3.350
H 6.745 -5.224 -3.419
H 6.344 -4.045 -2.079
C -6.304 -2.239 3.264
O -5.730 -3.272 2.554
C -4.792 -2.753 1.653
C -3.987 -3.871 1.027
N -4.837 -4.924 0.507
C -4.189 -6.115 -0.105
C -3.583 -7.018 1.025
O -2.429 -6.483 1.609
C -2.078 -7.080 2.875
H -5.749 -1.580 3.932
H -7.015 -2.857 3.812
H -6.847 -1.633 2.539
H -4.079 -2.066 2.109
H -5.205 -2.285 0.759
H -3.338 -4.169 1.850
H -3.368 -3.464 0.227
H -5.320 -5.118 1.372
H -3.425 -5.754 -0.794
H -4.859 -6.682 -0.751
H -3.386 -8.013 0.626
H -4.371 -7.135 1.769
H -1.811 -8.131 2.764
H -2.979 -7.001 3.483
H -1.241 -6.578 3.359
C -5.143 6.795 -1.186
O -3.967 5.982 -1.330
C -3.643 5.101 -0.292
C -2.228 4.594 -0.500
N -2.193 3.397 -1.387
C -0.826 2.882 -1.597
C -0.757 1.601 -2.375
O -0.922 1.666 -3.794
C -0.637 0.442 -4.483
H -5.158 7.408 -2.087
H -5.214 7.400 -0.282
H -6.026 6.159 -1.148
H -4.354 4.278 -0.350
H -3.652 5.473 0.733
H -1.783 4.347 0.464
H -1.633 5.400 -0.931
H -2.615 3.535 -2.294
H -0.431 2.638 -0.611
H -0.128 3.542 -2.113
H -1.524 0.931 -1.988
H 0.227 1.141 -2.279
H -1.576 -0.073 -4.685
H 0.153 -0.185 -4.071
H -0.337 0.666 -5.507
C -1.095 -4.276 5.397
O 0.027 -4.029 4.588
C -0.355 -3.543 3.248
C 0.805 -3.382 2.324
N 1.713 -2.436 3.046
C 3.174 -2.601 2.658
C 3.400 -2.097 1.201
O 4.646 -2.574 0.717
C 5.270 -1.765 -0.257
H -1.658 -3.352 5.526
H -0.753 -4.630 6.370
H -1.817 -4.963 4.957
H -0.866 -2.585 3.351
H -1.054 -4.265 2.827
H 0.517 -2.870 1.406
H 1.276 -4.358 2.208
H 1.689 -2.772 3.998
H 3.419 -3.659 2.747
H 3.830 -2.095 3.367
H 3.276 -1.015 1.174
H 2.723 -2.461 0.428
H 5.499 -0.800 0.194
H 4.767 -1.588 -1.208
H 6.221 -2.216 -0.541
C 4.585 1.768 -0.785
O 5.330 2.658 -0.042
C 6.247 3.458 -0.794
C 6.693 4.662 0.134
N 5.690 5.746 0.178
C 5.570 6.556 -1.117
C 4.516 7.647 -0.774
O 3.219 6.994 -0.812
C 2.108 7.866 -0.386
H 5.040 0.931 -1.315
H 3.869 2.355 -1.360
H 3.898 1.204 -0.154
H 5.847 3.732 -1.771
H 7.135 2.834 -0.899
H 7.640 5.059 -0.229
H 6.959 4.377 1.152
H 4.803 5.367 0.479
H 5.235 5.843 -1.869
H 6.579 6.916 -1.313
H 4.495 8.509 -1.441
H 4.505 8.070 0.231
H 2.451 8.282 0.562
H 1.239 7.275 -0.098
H 1.947 8.711 -1.056
C -3.719 -3.213 -2.571
C -3.320 -1.768 -2.016
O -4.433 -0.991 -1.628
O -4.455 -3.038 -3.781
H -4.435 -3.705 -1.912
H -2.801 -3.790 -2.687
H -2.724 -1.150 -2.688
H -2.736 -1.961 -1.116
H -4.187 -0.342 -0.964
H -5.305 -2.608 -3.660
C 2.038 4.761 0.919
C 2.571 3.649 1.830
O 4.023 3.681 1.886
O 2.148 4.491 -0.430
H 2.392 5.699 1.349
H 0.982 4.754 1.188
H 2.212 2.651 1.575
H 2.307 3.824 2.873
H 4.420 3.159 1.185
H 2.539 5.292 -0.785
C -2.805 1.853 3.440
C -1.500 2.663 2.929
O -1.771 4.064 3.138
O -2.733 1.733 4.865
H -2.716 0.855 3.011
H -3.775 2.283 3.191
H -1.280 2.420 1.889
H -0.624 2.458 3.544
H -1.621 4.257 4.066
H -2.951 2.588 5.244
C -6.371 0.956 2.037
C -7.076 1.706 3.196
O -7.910 0.890 4.036
O -5.842 1.893 1.139
H -7.048 0.316 1.471
H -5.649 0.276 2.488
H -7.655 2.558 2.841
H -6.350 2.235 3.814
H -8.090 1.398 4.831
H -4.976 1.620 0.830
C -0.132 -3.773 -1.372
C 1.074 -4.637 -1.087
O 1.116 -5.877 -1.741
O -0.083 -2.433 -0.884
H -1.103 -4.207 -1.132
H -0.267 -3.622 -2.444
H 1.236 -4.738 -0.014
H 1.931 -4.024 -1.365
H 0.504 -6.464 -1.290
H 0.718 -2.055 -1.255
O -0.542 -0.282 4.383
H -1.265 0.322 4.556
H -0.355 -0.682 5.232
O -0.823 -0.076 0.353
H -0.135 0.065 1.004
H -0.655 -0.955 0.013
O -3.357 1.188 0.006
H -3.072 2.013 -0.386
H -2.560 0.659 0.057
O 1.984 -1.179 -1.922
H 2.318 -1.801 -2.568
H 1.988 -0.337 -2.376
O 1.100 0.170 2.502
H 0.392 0.123 3.145
H 1.545 -0.674 2.573
*
```

## Properties
- relative energy (zero: lowest compared OMol25 entry of this formula, charge and spin) (eV) = 3.013
- orbital gap (eV) = 8.682